No. 1
# C16H13FNO4S2

2 unconnected molecules or ions with the total composition C16H13FNO4S2 at a distorted geometry (ωB97M-V/def2-TZVPD, the OMol25 dataset).

Each line ends with the natural charge from an NBO analysis.
Cartesian coordinates (Å):
N1 2.3519 -5.0082 -4.2965  -0.413
C1 0.8379 2.1172 1.8721  -0.209
C2 1.5541 4.4061 2.1922  -0.223
C3 0.2859 4.7386 2.6784  -0.218
C4 -3.1881 -0.8535 -0.5640  -0.567
C5 -0.4308 2.4437 2.3588  -0.231
O1 -5.3505 -2.2782 0.0385  -0.900
H1 1.0375 -1.7581 -4.3074  0.209
S1 -4.1695 -2.2962 -0.7743  2.355
H2 2.3411 5.1588 2.1357  0.209
C6 1.8300 3.1004 1.7787  -0.216
H3 0.1486 1.0312 -0.5887  0.219
O2 0.4706 -0.4049 2.3920  -0.983
S2 1.2330 0.3999 1.4575  2.156
H4 1.9864 -2.1488 0.5732  0.222
C7 -0.7091 3.7586 2.7454  -0.213
C8 -2.2420 -0.7433 0.3781  -0.250
C9 0.6257 0.1579 -0.1445  -0.827
C10 2.0987 -3.0792 -1.3465  -0.142
H5 -1.5889 0.1191 0.3615  0.246
H6 -2.1732 -1.4445 1.2093  0.226
O3 2.6786 0.3770 1.5112  -0.973
O4 -3.3656 -3.4757 -0.8966  -0.879
H7 2.5904 -3.9753 -0.9616  0.209
C11 1.1027 -0.8762 -0.9791  0.029
C12 1.2229 -1.8352 -3.2338  -0.160
H8 -1.1909 1.6690 2.4471  0.233
H9 0.0737 5.7590 3.0008  0.207
F1 -4.7015 -1.9883 -2.2905  -0.511
C13 1.7637 -2.0474 -0.4895  -0.282
C14 1.8200 -2.9988 -2.7224  -0.245
H10 -1.7062 4.0059 3.1111  0.208
H11 2.8173 2.8418 1.4010  0.245
H12 -3.4357 -0.0817 -1.2968  0.244
C15 0.8677 -0.7989 -2.3888  -0.276
H13 0.3896 0.1071 -2.7674  0.198
C16 2.1238 -4.0992 -3.5944  0.301

Its LUMO energy is 2.631 eV. The total energy is -1869.44791 hartree. As for the total charge: -1.



No. 2
# C8H10NO6

A gas-phase ion, C8H10NO6 (charge -1) at a distorted geometry (ωB97M-V/def2-TZVPD, the OMol25 dataset).

Each line ends with the Mulliken spin population.
Cartesian coordinates (Å):
H1 0.2690 -0.8684 -2.8210  -0.002
O1 0.6819 1.0826 -2.1002  0.011
C1 -2.5022 -0.6319 0.0532  0.030
H2 0.4903 3.1339 1.8329  0.133
H3 -3.0955 0.2366 0.1432  0.011
O2 -1.2066 -2.7666 -0.6371  -0.005
H4 -2.0494 -0.9541 0.9673  0.013
C2 1.5568 0.2084 1.0099  1.832
H5 -1.8006 1.3247 -0.3349  -0.004
H6 2.6037 1.7089 2.3984  -0.173
O3 -1.2512 2.0427 0.0670  0.096
C3 -0.2390 1.4635 0.7596  0.377
O4 -1.5138 -0.3321 -0.8817  -0.018
O5 2.3750 -0.8689 1.0909  -0.215
C4 0.6746 -0.2994 -1.8438  0.050
H7 -3.0565 -1.4204 -0.3148  -0.002
N1 0.3050 0.2057 0.5081  -0.056
H8 1.9904 -1.6695 0.6789  0.016
H9 1.0857 1.3818 -1.3208  0.039
C5 -0.1678 -0.7167 -0.5906  0.094
C6 1.7781 1.3603 1.7230  -0.874
C7 -0.1313 -2.3018 -0.3727  0.049
O6 0.9472 -2.7623 -0.0105  0.007
H10 1.6267 -0.6955 -1.6234  -0.049
C8 0.6294 2.1387 1.6192  0.638

Its LUMO energy (spin up / spin down) is 3.538 / 2.470 eV. As for the spin multiplicity: 3. The total energy is -816.92374 hartree. As for the total charge: -1. Its expectation value of S² is 2.007.



No. 3
# C19H21BrCeO3S

A molecular structure, C19H21BrCeO3S at a distorted geometry (ωB97M-V/def2-TZVPD, the OMol25 dataset).

Each line ends with the Mulliken charge.
Cartesian coordinates (Å):
O1 -1.2841 1.1174 -1.2697  -0.743
H1 1.1768 -5.9454 2.8405  0.373
H2 -0.2632 -2.5745 -2.6422  0.500
H3 0.2415 -1.9354 -1.0671  0.248
H4 -0.6696 -5.3920 1.3006  0.419
C1 2.3234 0.7731 -1.5569  -0.845
C2 -0.1561 -0.0516 -3.9538  -1.551
C3 1.3905 -3.9352 3.5625  -0.616
C4 -0.6441 -3.3041 1.7460  0.561
C5 0.8193 -4.9254 2.7751  -0.508
C6 0.4664 2.4328 -0.3138  0.932
C7 -0.0016 1.3498 -1.1198  0.618
H5 1.5263 -1.0459 -3.0698  0.572
C8 -0.0308 -2.3076 2.5285  0.089
H6 0.4641 0.6539 -4.5049  0.380
H7 3.0493 0.1350 -2.0457  0.383
O2 0.3126 -0.3489 1.2897  -0.329
C9 0.9607 -2.6235 3.4334  -0.461
Br1 -4.3552 0.4892 0.3730  -0.576
C10 0.5925 -0.5782 -2.7249  0.231
C11 -0.2006 -4.6231 1.8970  -0.631
S1 -1.9041 -2.9424 0.6038  -0.447
C12 -0.4690 3.4464 0.3245  0.229
H8 -0.4158 -0.8752 -4.6194  0.445
H9 1.4171 -1.8363 4.0191  0.437
H10 -1.0031 2.1066 1.9650  0.232
C13 -0.3928 -0.9058 2.1727  0.797
C14 2.7615 1.7860 -0.7249  -1.085
Ce1 -1.6892 -0.0999 0.3791  0.670
H11 2.1661 3.4233 0.5063  0.384
H12 -2.3039 2.3685 0.7140  0.101
H13 -1.8262 5.0208 -0.2773  0.455
H14 -1.0676 0.4557 -3.6425  0.292
H15 0.1624 4.1380 0.8995  0.599
H16 -1.8504 3.5929 -1.3244  0.310
C15 -1.2102 4.2540 -0.7447  -1.591
C16 -1.4895 2.8319 1.2930  -1.208
H17 3.8173 1.9267 -0.5384  0.387
C17 0.9765 0.5444 -1.7766  0.904
H18 -0.5021 4.7350 -1.4159  0.380
O3 -1.4544 -0.3648 2.5713  -0.491
H19 2.1748 -4.1739 4.2648  0.393
H20 -1.9376 3.6128 1.9103  0.575
C18 1.8273 2.6126 -0.1311  -0.808
C19 -0.2273 -1.6734 -2.0275  -1.167
H21 -1.2781 -1.3444 -1.8784  0.159

The energy relative to the best compared isomer or geometry (same formula, charge and spin) comes out at 14.0 kcal/mol. Its LUMO energy is -1.667 eV. The total energy is -4409.76353 hartree.



No. 4
# C12H10Cl4N2O2STi

A molecular structure, C12H10Cl4N2O2STi (ωB97M-V/def2-TZVPD, the OMol25 dataset).

Each line ends with the Mulliken spin population.
Cartesian coordinates (Å):
H1 2.1811 0.6977 3.9392  0.001
S1 -1.2774 0.2428 1.0704  -0.037
C1 -3.8141 0.1883 -0.0245  0.000
O1 1.7255 -4.3103 0.6489  -0.003
Cl1 -4.3784 -0.2119 1.5550  -0.001
Cl2 -0.6267 -2.5443 -1.5145  0.000
N1 3.2292 2.0152 1.9176  0.001
C2 1.9102 0.1981 3.0115  0.006
H2 0.8273 0.0724 2.9970  0.000
C3 2.6808 1.7777 -0.1720  0.005
H3 1.1987 -4.0276 -1.9090  0.001
C4 -2.0969 0.6943 -1.5505  -0.014
C5 2.3615 0.9950 1.8421  0.007
H4 -2.6247 1.0757 -3.5931  0.000
O2 1.1091 -2.1516 0.8304  -0.013
Cl3 2.1546 -1.8421 -1.9303  0.001
H5 2.5616 1.8623 -1.2385  -0.001
H6 2.3595 -0.7952 2.9944  0.000
Cl4 -0.3708 0.9724 -1.9262  -0.002
H7 3.6477 2.3464 2.7718  -0.001
H8 -5.7848 0.1711 -0.8290  0.000
Ti1 0.5615 -0.5743 -0.1155  1.030
C6 1.3384 -3.2826 0.1913  -0.010
C7 -2.9761 0.8277 -2.6025  0.004
C8 -4.7377 0.3218 -1.0495  0.002
C9 3.4621 2.5101 0.6526  -0.001
C10 -4.3242 0.6389 -2.3324  -0.003
N2 2.0086 0.8220 0.5740  -0.004
H9 -5.0508 0.7413 -3.1256  0.000
C11 1.0521 -3.1319 -1.3171  0.019
C12 -2.4408 0.3715 -0.2391  0.012
H10 4.1339 3.3290 0.4730  0.000

The energy relative to the best compared isomer or geometry (same formula, charge and spin) comes out at 8.8 kcal/mol. Its LUMO energy (spin up / spin down) is -3.987 / -3.654 eV. As for the spin multiplicity: 2. The total energy is -3811.60085 hartree. As for the total charge: +1. Its expectation value of S² is 0.755.



No. 5
# C3H11N2O

2 unconnected molecules or ions with the total composition C3H11N2O at a distorted geometry (ωB97M-V/def2-TZVPD, the OMol25 dataset).

Each line ends with the natural charge from an NBO analysis.
Cartesian coordinates (Å):
C1 0.4034 0.4591 0.2375  0.061
H1 -0.3360 -0.6924 1.8296  0.176
H2 -2.9444 -1.7879 -2.4332  0.509
H3 1.0968 1.0747 -1.6817  0.213
H4 -1.6042 -0.0654 -0.2417  0.475
H5 1.5569 -0.9671 2.9029  0.380
C2 1.4784 0.5698 -0.7937  -0.660
H6 1.7596 -0.4391 -1.1149  0.250
C3 0.5585 -0.2751 1.3651  0.048
H7 -1.0100 1.0185 -1.1835  0.439
H8 1.7320 0.5259 2.7847  0.395
H9 -1.3695 1.5109 0.3872  0.450
O1 -2.3837 -1.0647 -2.0828  -0.980
N1 1.7148 -0.2837 2.1592  -0.808
H10 -2.1056 -0.5703 -2.8362  0.477
H11 2.3035 1.0370 -0.2580  0.270
N2 -0.9930 0.7670 -0.1949  -0.695

The energy relative to the best compared isomer or geometry (same formula, charge and spin) comes out at 55.6 kcal/mol. Its LUMO energy is -3.382 eV. The total energy is -305.36417 hartree. As for the total charge: +1.



No. 6
# C3H12N2O2

A molecular structure, C3H12N2O2 at a distorted geometry (ωB97M-V/def2-TZVPD, the OMol25 dataset).

Each line ends with the natural charge from an NBO analysis.
Cartesian coordinates (Å):
N1 1.6333 1.8370 -1.3357  -0.545
H1 1.5990 -1.9777 -0.7420  0.201
H2 2.4045 -0.5295 0.0542  0.193
H3 -1.5782 1.3289 1.6710  0.201
N2 -0.8241 -0.3786 0.7599  -0.170
H4 -1.5948 -2.2894 1.0235  0.209
H5 -2.3808 -1.0164 1.9785  0.203
H6 0.5321 0.2174 -1.5203  0.498
H7 -0.3185 1.6153 0.4548  0.227
H8 1.2614 -1.3948 0.9775  0.188
O1 1.4274 0.5257 -1.8665  -0.632
C1 -1.9511 -1.2613 1.0062  -0.427
C2 1.5180 -1.1482 -0.0507  -0.225
H9 2.4334 1.7715 -0.7056  0.321
H10 -2.7257 -1.1694 0.2315  0.171
H11 -1.9706 1.2107 -0.0690  0.170
O2 -0.1946 -0.7690 -0.4344  -0.479
C3 -1.2021 1.0239 0.6942  -0.443
H12 1.9314 2.4040 -2.1272  0.340

The energy relative to the best compared isomer or geometry (same formula, charge and spin) comes out at 146.8 kcal/mol. Its LUMO energy is 0.902 eV. The total energy is -381.28092 hartree.



No. 7
# C5H8N3O2

A gas-phase ion, C5H8N3O2 (charge +1) at a distorted geometry (ωB97M-V/def2-TZVPD, the OMol25 dataset).

Each line ends with the natural charge from an NBO analysis.
Cartesian coordinates (Å):
H1 -0.3355 -0.4018 -2.3635  0.516
C1 -0.9479 2.3783 0.8537  -0.100
C2 0.0502 0.9114 -0.2998  0.475
H2 0.2056 -1.9012 2.3234  0.425
N1 0.4002 -1.1984 1.5951  -0.731
C3 0.5818 -1.5024 0.3298  0.538
O1 -0.5569 1.6792 -1.2164  -0.392
C4 -1.1862 2.6692 -0.4563  0.062
H3 0.3733 -0.1963 1.9956  0.493
O2 0.4851 -0.7262 -1.9875  -0.706
N2 0.5444 -2.6828 -0.2428  -0.710
H4 1.9083 -0.0317 -0.8507  0.265
H5 -1.7431 3.5431 -0.7624  0.251
H6 0.4924 -2.6565 -1.2833  0.460
N3 -0.1484 1.2704 0.9321  -0.513
H7 -1.1495 2.6824 1.8563  0.248
C5 0.8227 -0.3840 -0.7083  -0.005
H8 0.2035 -3.4529 0.2850  0.422

The energy relative to the best compared isomer or geometry (same formula, charge and spin) comes out at 10.7 kcal/mol. Its LUMO energy is -3.399 eV. The total energy is -509.81448 hartree. As for the SMILES: NC(=[NH2+])[C@@H](O)c1ncco1. As for the total charge: +1.